Entry P
144
Properties=species:S:1:pos:R:3 method="wB97M-V/def2-TZVPD" total_charge=0 gap_ev=9.900
C 0.356 1.528 -5.534
O 0.059 2.893 -5.748
C -0.915 3.499 -4.930
C -0.263 4.068 -3.676
O -1.195 4.831 -2.958
C -0.645 5.689 -2.001
H 0.883 1.428 -4.578
H 1.056 1.283 -6.328
H -0.501 0.851 -5.498
H -1.703 2.744 -4.787
H -1.454 4.254 -5.508
H 0.604 4.642 -4.019
H 0.124 3.249 -3.056
H -0.586 5.200 -1.020
H -1.227 6.599 -1.862
H 0.374 6.025 -2.231
C 2.690 0.741 7.664
O 1.717 0.497 6.682
C 2.207 0.500 5.371
C 1.071 0.354 4.388
O 0.682 -1.011 4.333
C -0.380 -1.173 3.404
H 3.483 -0.001 7.507
H 2.238 0.672 8.652
H 3.107 1.757 7.631
H 2.966 -0.283 5.224
H 2.800 1.401 5.153
H 1.283 0.843 3.433
H 0.182 0.831 4.830
H -1.310 -0.925 3.921
H -0.431 -2.173 2.979
H -0.302 -0.498 2.545
C -3.429 -3.582 2.284
O -2.529 -3.306 1.244
C -2.631 -2.054 0.624
C -2.343 -2.181 -0.851
O -3.221 -3.065 -1.476
C -3.059 -3.076 -2.868
H -3.286 -3.030 3.218
H -3.348 -4.650 2.497
H -4.442 -3.453 1.876
H -2.006 -1.278 1.084
H -3.613 -1.565 0.723
H -1.268 -2.332 -1.001
H -2.537 -1.159 -1.222
H -3.642 -3.854 -3.364
H -2.013 -3.200 -3.154
H -3.495 -2.167 -3.304
C 4.121 -4.312 0.020
O 3.761 -5.580 0.501
C 4.157 -6.654 -0.308
C 3.706 -7.998 0.229
O 4.195 -8.131 1.563
C 3.947 -9.367 2.189
H 3.465 -4.027 -0.814
H 5.136 -4.283 -0.387
H 3.963 -3.601 0.825
H 5.238 -6.700 -0.477
H 3.621 -6.514 -1.258
H 4.018 -8.807 -0.437
H 2.623 -8.054 0.376
H 4.109 -9.329 3.265
H 4.637 -10.072 1.718
H 2.903 -9.701 2.139
C 2.284 4.267 -1.840
O 3.642 4.292 -1.442
C 4.156 3.067 -0.950
C 4.265 3.035 0.555
O 2.920 3.047 1.079
C 2.936 3.008 2.500
H 1.677 4.033 -0.963
H 2.092 3.556 -2.651
H 2.047 5.256 -2.226
H 5.172 2.999 -1.352
H 3.633 2.212 -1.384
H 4.885 3.847 0.928
H 4.572 2.004 0.776
H 3.506 3.802 2.990
H 3.309 2.021 2.793
H 1.896 3.161 2.792
C -3.625 5.380 0.058
O -3.653 6.474 -0.822
C -3.624 7.732 -0.172
C -4.779 7.948 0.790
O -6.045 7.909 0.164
C -7.022 8.648 0.826
H -4.590 5.223 0.545
H -2.847 5.418 0.830
H -3.399 4.469 -0.497
H -3.764 8.461 -0.972
H -2.665 7.882 0.333
H -4.631 8.888 1.338
H -4.829 7.193 1.584
H -8.052 8.412 0.552
H -6.856 9.719 0.678
H -7.064 8.439 1.906
C 0.492 -7.509 -3.181
O 1.702 -6.769 -3.171
C 1.629 -5.592 -3.920
C 3.017 -4.982 -4.001
O 2.912 -3.756 -4.697
C 4.169 -3.288 -5.113
H -0.365 -6.839 -3.179
H 0.514 -8.213 -2.349
H 0.498 -8.197 -4.036
H 0.896 -4.854 -3.566
H 1.272 -5.780 -4.944
H 3.666 -5.712 -4.491
H 3.382 -4.760 -2.992
H 4.817 -3.202 -4.231
H 4.080 -2.320 -5.604
H 4.674 -3.937 -5.838
C -0.654 2.334 -0.357
O -0.364 0.960 -0.266
C 1.022 0.666 -0.181
C 1.174 -0.803 -0.530
O 0.799 -1.015 -1.863
C 1.180 -2.243 -2.425
H -1.727 2.456 -0.221
H -0.445 2.732 -1.356
H -0.095 2.938 0.360
H 1.385 0.928 0.817
H 1.559 1.297 -0.896
H 0.479 -1.340 0.125
H 2.215 -1.080 -0.330
H 1.078 -3.078 -1.717
H 2.235 -2.252 -2.719
H 0.550 -2.449 -3.287
C -1.891 2.124 2.752
O -3.167 2.452 2.171
C -3.809 1.354 1.528
C -4.448 0.380 2.519
O -3.603 -0.440 3.264
C -4.245 -1.063 4.344
H -2.211 1.501 3.585
H -1.336 3.046 2.907
H -1.247 1.554 2.072
H -3.074 0.858 0.882
H -4.576 1.833 0.921
H -5.157 -0.183 1.889
H -5.096 1.043 3.109
H -3.549 -1.839 4.678
H -5.210 -1.505 4.086
H -4.382 -0.488 5.269

***

Entry Q
144
Properties=species:S:1:pos:R:3 method="wB97M-V/def2-TZVPD" total_charge=0 gap_ev=9.774
C 0.543 -4.237 -6.917
O 1.218 -3.654 -5.825
C 2.391 -2.977 -6.240
C 3.648 -3.757 -5.928
O 3.797 -4.839 -6.811
C 4.907 -5.642 -6.531
H 0.251 -3.490 -7.668
H -0.296 -4.810 -6.533
H 1.167 -4.898 -7.533
H 2.412 -2.028 -5.694
H 2.413 -2.677 -7.294
H 3.547 -4.150 -4.906
H 4.503 -3.067 -5.970
H 5.077 -6.380 -7.312
H 4.731 -6.129 -5.563
H 5.878 -5.131 -6.451
C 1.995 -7.502 -4.264
O 0.926 -6.734 -3.770
C 1.172 -6.099 -2.532
C 1.986 -4.825 -2.638
O 3.380 -5.156 -2.618
C 4.182 -4.231 -1.917
H 1.675 -7.919 -5.218
H 2.200 -8.385 -3.638
H 2.929 -6.942 -4.334
H 1.560 -6.806 -1.792
H 0.175 -5.783 -2.206
H 1.841 -4.315 -1.678
H 1.616 -4.272 -3.504
H 4.297 -4.474 -0.858
H 3.755 -3.216 -1.919
H 5.100 -4.098 -2.491
C -2.109 -4.333 -3.424
O -3.029 -5.001 -2.608
C -3.840 -5.898 -3.350
C -4.695 -6.652 -2.356
O -5.163 -7.855 -2.905
C -5.864 -8.701 -2.024
H -2.527 -3.788 -4.277
H -1.312 -4.982 -3.815
H -1.576 -3.640 -2.768
H -3.217 -6.612 -3.899
H -4.461 -5.306 -4.030
H -5.574 -6.054 -2.069
H -4.114 -6.806 -1.438
H -6.925 -8.700 -2.308
H -5.826 -8.320 -1.001
H -5.542 -9.736 -2.126
C 1.666 -0.139 2.326
O 2.657 -1.024 1.841
C 3.073 -1.909 2.859
C 4.295 -2.694 2.442
O 5.501 -2.164 2.894
C 6.569 -3.068 2.781
H 1.175 0.350 1.496
H 2.140 0.604 2.979
H 0.936 -0.662 2.957
H 2.265 -2.568 3.191
H 3.368 -1.307 3.732
H 4.339 -2.827 1.350
H 4.073 -3.720 2.783
H 7.489 -2.506 2.930
H 6.634 -3.542 1.794
H 6.503 -3.863 3.533
C 0.507 10.424 4.356
O 0.322 10.731 2.981
C 0.436 9.675 2.050
C -0.827 8.927 1.706
O -1.431 8.242 2.788
C -1.203 6.849 2.736
H 0.370 11.352 4.902
H 1.528 10.027 4.416
H -0.207 9.675 4.710
H 1.239 8.975 2.331
H 0.790 10.228 1.175
H -0.664 8.316 0.812
H -1.581 9.662 1.398
H -1.461 6.289 1.836
H -1.775 6.360 3.527
H -0.196 6.615 3.122
C -4.543 -3.993 0.358
O -4.940 -2.954 1.226
C -5.611 -1.905 0.573
C -4.890 -1.327 -0.629
O -3.673 -0.698 -0.227
C -2.610 -0.800 -1.125
H -3.660 -3.716 -0.228
H -5.362 -4.212 -0.336
H -4.213 -4.862 0.923
H -5.822 -1.116 1.293
H -6.582 -2.256 0.188
H -5.522 -0.616 -1.170
H -4.582 -2.122 -1.314
H -1.947 -1.649 -0.899
H -1.919 0.019 -0.883
H -2.789 -0.706 -2.198
C 3.096 3.349 3.761
O 3.956 4.382 3.335
C 3.383 5.636 3.089
C 2.894 6.440 4.280
O 1.847 5.795 4.983
C 1.292 6.687 5.913
H 3.711 2.549 4.165
H 2.372 3.042 2.999
H 2.502 3.689 4.616
H 2.571 5.480 2.361
H 4.134 6.263 2.603
H 2.604 7.427 3.900
H 3.741 6.542 4.972
H 2.060 7.023 6.622
H 0.521 6.219 6.527
H 0.809 7.566 5.472
C -1.593 3.529 3.386
O -2.778 4.248 3.120
C -3.896 3.761 3.802
C -5.065 4.651 3.472
O -4.821 5.946 3.976
C -5.985 6.758 4.103
H -0.699 4.064 3.064
H -1.582 2.479 3.092
H -1.469 3.620 4.479
H -3.781 3.775 4.896
H -4.146 2.722 3.543
H -5.950 4.281 4.017
H -5.323 4.668 2.408
H -6.336 6.452 5.097
H -6.749 6.692 3.330
H -5.650 7.788 4.207
C 1.108 -1.462 -2.516
O 0.771 -0.082 -2.393
C 1.345 0.449 -1.210
C 0.709 1.820 -1.022
O 1.049 2.513 0.197
C 0.666 3.851 0.140
H 2.159 -1.512 -2.813
H 0.543 -1.860 -3.362
H 0.771 -1.977 -1.615
H 2.427 0.514 -1.359
H 1.142 -0.237 -0.383
H -0.362 1.819 -1.223
H 1.260 2.465 -1.719
H 0.743 4.291 -0.864
H 1.306 4.467 0.774
H -0.372 4.035 0.446

***

Q: Which of them is the most stable? A: entry P.